Record 1
An isolated ion of composition C3H9N2S and charge -1. Source: OMol25; level of theory: the ωB97M-V functional and the def2-TZVPD basis.

Results
Energy above the lowest of the compared OMol25 structures with the same formula, charge and spin (kcal per mole): 23.9
HOMO level (hartree): -0.089
Charge: -1
Structure (SMILES): NC[C@@H](N)C[S-]

Element x y z (Å)
N1 -0.50416 2.05288 0.66590
C1 -0.35954 1.03911 -0.44497
C2 0.35982 -0.18358 0.11170
N2 -0.47658 -0.87780 1.20570
C3 0.73460 -1.22220 -0.93417
S1 1.61500 -2.73694 -0.46186
H1 0.40093 2.09277 1.11873
H2 -1.21260 1.67020 1.27338
H3 -1.39857 0.76390 -0.62911
H4 0.09179 1.47562 -1.33275
H5 1.32614 0.11492 0.54514
H6 -0.53677 -1.76972 0.72590
H7 -1.21277 -0.21292 1.37370
H8 1.34567 -0.73077 -1.70514
H9 -0.17297 -1.47548 -1.51216

Forces on atoms 1 to 6 (eV/Å):
0.2 0.0 -1.6
-0.5 0.1 1.8
0.5 -1.1 0.7
2.6 1.7 -1.5
-0.1 0.2 -1.5
-0.2 0.0 0.4

natural (NBO) population analysis, charges in e, atoms 1 to 2:
1. N -0.843
2. C -0.230



Record 2
A 3-piece molecular cluster, C5H10O2 overall. Source: OMol25; level of theory: the ωB97M-V functional and the def2-TZVPD basis.

Results
Energy above the lowest of the compared OMol25 structures with the same formula, charge and spin (kcal per mole): 147.8
HOMO level (hartree): -0.295
Charge: 0

Element x y z (Å)
C1 1.57942 1.33432 -0.59403
O1 1.31933 0.50438 0.40341
C2 0.54595 -0.54550 0.22998
C3 0.12759 -1.41020 1.39796
O2 -1.20940 -1.46668 0.87210
C4 -0.91584 -0.56012 -0.21327
C5 -1.72940 0.71914 -0.10258
H1 1.89834 -0.14895 -1.59972
H2 0.75939 1.60676 -1.25369
H3 2.30546 2.09075 -0.31032
H4 1.52364 -0.84622 -1.28395
H5 0.16694 -0.92345 2.38456
H6 0.58314 -2.40430 1.46954
H7 -1.09760 -1.04761 -1.17881
H8 -1.56357 1.38619 -0.95539
H9 -2.79099 0.44972 -0.08714
H10 -1.50239 1.26176 0.82135

Forces on atoms 1 to 6 (eV/Å):
0.0 0.1 -0.1
0.0 -0.2 0.0
0.0 0.1 0.0
0.3 -0.1 0.1
-0.1 -0.1 0.0
-0.1 0.1 -0.3

natural (NBO) population analysis, charges in e, atoms 1 to 2:
1. C -0.165
2. O -0.382



Strongest force on any atom in Eh/bohr, matching the order above: 0.0674; 0.0071